Entry P
This record from the OMol25 dataset describes a molecular structure, C2H5O3P. The level of theory is wB97M-V/def2-TZVPD.

Atoms and positions in Å:
C: -0.437 -1.699 0.001
C: 1.200 1.526 -0.013
O: -2.019 1.323 0.196
O: -0.844 -0.910 1.096
O: -0.723 -0.746 -0.996
P: -0.834 0.450 0.203
H: 0.530 -1.953 -0.123
H: -1.023 -2.680 -0.279
H: 1.588 1.187 0.850
H: 1.541 0.920 -0.816
H: 1.022 2.582 -0.119

Values from the calculation:
E_LUMO = 0.24 eV
Spin multiplicity = 1
Orbital gap = 10.5 eV

These are the Mulliken partial charges, in e, on atoms 1 to 2:
1 C -0.02
2 C -0.95


Entry Q
This record from the OMol25 dataset describes 2 unconnected molecules or ions with the total composition C2H5O3P. The level of theory is wB97M-V/def2-TZVPD.

Atoms and positions in Å:
C: -0.773 -1.435 0.109
P: -1.464 0.268 -0.357
O: -1.602 0.448 -1.801
O: -2.123 1.081 0.666
H: 0.265 -1.248 0.464
H: -1.391 -1.775 0.973
H: -0.831 -2.108 -0.797
C: 2.012 1.282 0.153
O: 2.784 0.816 -0.612
H: 0.874 0.870 0.071
H: 2.250 1.802 1.132

Values from the calculation:
E_LUMO = -0.47 eV
Spin multiplicity = 1
Orbital gap = 10.3 eV
SMILES = CP(=O)=O.C=O

These are the Mulliken partial charges, in e, on atoms 1 to 2:
1 C -0.68
2 P 0.90


Short version: entry Q, entry P, most stable first.


Entry P
This record from the OMol25 dataset describes C4H6FNO2 in the gas phase. The level of theory is wB97M-V/def2-TZVPD.

Atoms and positions in Å:
C: 0.034 -1.421 -0.402
C: 1.205 -0.605 0.223
C: 1.067 0.195 1.275
C: -0.978 1.421 0.009
N: -1.011 0.521 -0.936
O: -0.657 0.530 -2.106
O: -1.210 -0.753 -0.232
F: -0.852 2.706 -0.326
H: 0.086 -1.760 -1.429
H: -0.300 -2.351 0.069
H: 2.063 -0.819 -0.439
H: 2.026 0.728 1.620
H: 0.079 0.398 1.681
H: -1.551 1.210 0.993

Values from the calculation:
E_LUMO (spin up / spin down) = 0.88 / -1.63 eV
Spin multiplicity = 3
Orbital gap (spin up / spin down) = 7.2 / 8.7 eV
Expectation value of S² = 2.01

These are the Mulliken partial charges, in e, on atoms 1 to 2:
1 C -0.42
2 C -0.11


Entry Q
This record from the OMol25 dataset describes 2 unconnected molecules or ions with the total composition C4H6FNO2. The level of theory is wB97M-V/def2-TZVPD.

Atoms and positions in Å:
C: 2.084 1.446 0.969
C: -1.355 -0.301 0.622
C: -0.304 0.150 -1.611
C: -0.374 -0.800 -0.418
N: 1.937 1.115 2.073
O: 0.514 0.861 -2.091
O: 0.893 -0.901 0.201
F: -1.468 0.005 -2.347
H: -1.184 -0.875 1.418
H: -2.347 -0.368 0.238
H: -1.137 0.707 0.718
H: -0.649 -1.713 -0.893
H: 2.457 1.307 -0.017
H: 0.935 -0.634 1.137

Values from the calculation:
E_LUMO (spin up / spin down) = 0.79 / -4.28 eV
Spin multiplicity = 3
Orbital gap (spin up / spin down) = 7.7 / 6.9 eV
Expectation value of S² = 2.00

These are the Mulliken partial charges, in e, on atoms 1 to 2:
1 C 0.13
2 C -1.63


Short version: entry Q, entry P, most stable first.


Entry P
This record from the OMol25 dataset describes 10 unconnected molecules or ions with the total composition C30H80O10. The level of theory is wB97M-V/def2-TZVPD.

Atoms and positions in Å:
C: 0.486 0.683 -1.741
C: 0.776 0.737 -0.251
C: 0.532 -0.595 0.436
O: 2.159 1.021 -0.044
H: 0.799 1.639 -2.173
H: -0.584 0.630 -1.960
H: 1.008 -0.127 -2.247
H: 0.149 1.497 0.227
H: 0.867 -0.545 1.475
H: 1.093 -1.407 -0.031
H: -0.530 -0.831 0.430
H: 2.428 1.829 -0.516
C: 1.292 4.692 -0.054
C: 2.533 4.763 -0.916
C: 3.713 5.342 -0.112
O: 2.819 3.429 -1.331
H: 0.926 5.682 0.220
H: 1.520 4.115 0.842
H: 0.457 4.246 -0.601
H: 2.390 5.417 -1.782
H: 3.678 5.033 0.934
H: 3.720 6.428 -0.196
H: 4.667 4.948 -0.475
H: 3.711 3.377 -1.687
C: -1.249 -5.372 2.795
C: -1.194 -3.902 3.123
C: -1.633 -2.980 2.003
O: -2.002 -3.569 4.244
H: -0.713 -5.657 1.890
H: -2.287 -5.630 2.544
H: -0.972 -5.971 3.664
H: -0.149 -3.603 3.311
H: -1.602 -1.958 2.388
H: -2.670 -3.140 1.695
H: -0.964 -3.009 1.144
H: -1.801 -4.155 4.981
C: -2.151 1.033 1.985
C: -2.648 2.349 2.536
C: -1.886 3.538 1.975
O: -4.030 2.448 2.167
H: -2.288 1.029 0.903
H: -2.654 0.166 2.407
H: -1.075 0.976 2.157
H: -2.577 2.347 3.630
H: -2.152 4.449 2.517
H: -2.042 3.670 0.904
H: -0.803 3.448 2.113
H: -4.409 3.244 2.553
C: 0.723 -0.946 4.580
C: 1.104 -1.177 6.019
C: 1.547 -2.609 6.283
O: 2.166 -0.275 6.331
H: 1.564 -1.144 3.909
H: 0.427 0.090 4.413
H: -0.088 -1.632 4.334
H: 0.253 -0.969 6.680
H: 2.464 -2.806 5.720
H: 0.835 -3.355 5.913
H: 1.700 -2.828 7.339
H: 2.303 -0.223 7.281
C: 2.093 -4.202 0.946
C: 2.630 -3.795 2.309
C: 2.418 -4.842 3.380
O: 4.028 -3.520 2.247
H: 1.128 -4.710 1.048
H: 2.746 -4.865 0.381
H: 1.938 -3.301 0.348
H: 2.120 -2.885 2.656
H: 1.357 -4.987 3.589
H: 2.953 -4.579 4.293
H: 2.821 -5.815 3.079
H: 4.135 -2.734 1.696
C: -3.196 -1.042 -0.790
C: -4.501 -1.480 -1.429
C: -5.149 -2.670 -0.740
O: -5.418 -0.396 -1.516
H: -2.769 -0.185 -1.315
H: -2.464 -1.850 -0.862
H: -3.315 -0.765 0.256
H: -4.269 -1.809 -2.446
H: -4.557 -3.579 -0.880
H: -6.132 -2.870 -1.170
H: -5.295 -2.516 0.332
H: -5.252 0.214 -0.790
C: -0.653 3.807 -3.529
C: -1.222 4.493 -4.757
C: -0.288 4.419 -5.947
O: -2.474 3.902 -5.158
H: -0.725 2.721 -3.598
H: -1.144 4.150 -2.616
H: 0.422 3.990 -3.449
H: -1.398 5.553 -4.546
H: 0.150 3.431 -6.095
H: 0.545 5.105 -5.766
H: -0.774 4.755 -6.861
H: -3.139 4.101 -4.492
C: 4.765 -1.792 -1.587
C: 5.044 -1.169 -0.221
C: 5.584 0.242 -0.336
O: 3.812 -1.170 0.534
H: 4.455 -2.830 -1.466
H: 5.700 -1.832 -2.155
H: 4.000 -1.225 -2.115
H: 5.710 -1.815 0.352
H: 6.510 0.177 -0.921
H: 5.868 0.678 0.621
H: 4.889 0.908 -0.847
H: 3.194 -0.550 0.115
C: -2.653 -0.270 -4.470
C: -2.641 0.298 -5.880
C: -4.007 0.782 -6.318
O: -1.662 1.328 -6.006
H: -3.398 -1.067 -4.394
H: -2.925 0.519 -3.766
H: -1.694 -0.734 -4.244
H: -2.311 -0.486 -6.570
H: -4.468 1.434 -5.566
H: -4.687 -0.066 -6.442
H: -4.030 1.340 -7.254
H: -2.061 2.176 -5.748

Values from the calculation:
E_LUMO = 0.34 eV
Spin multiplicity = 1
Orbital gap = 9.9 eV
SMILES = CC(C)O.CC(C)O.CC(C)O.CC(C)O.CC(C)O.CC(C)O.CC(C)O.CC(C)O.CC(C)O.CC(C)O

These are the Mulliken partial charges, in e, on atoms 1 to 2:
1 C -0.71
2 C 1.94


Entry Q
This record from the OMol25 dataset describes 10 unconnected molecules or ions with the total composition C30H80O10. The level of theory is wB97M-V/def2-TZVPD.

Atoms and positions in Å:
C: -28.634 -9.167 -10.432
C: -27.566 -8.117 -10.772
C: -26.508 -8.096 -9.708
O: -26.918 -8.306 -12.068
H: -29.403 -9.241 -11.201
H: -29.155 -8.676 -9.609
H: -28.196 -10.137 -10.200
H: -28.062 -7.148 -10.833
H: -27.039 -7.855 -8.787
H: -25.667 -7.417 -9.854
H: -26.062 -9.089 -9.650
H: -27.365 -7.823 -12.767
C: -22.011 -12.778 -12.864
C: -22.576 -11.919 -14.042
C: -24.046 -12.263 -14.387
O: -22.788 -10.533 -13.532
H: -22.737 -13.523 -12.538
H: -21.707 -12.213 -11.983
H: -21.145 -13.369 -13.164
H: -21.989 -11.808 -14.953
H: -24.725 -11.864 -13.634
H: -24.157 -13.347 -14.387
H: -24.340 -11.961 -15.392
H: -23.732 -10.396 -13.424
C: -25.439 -13.079 -22.270
C: -24.787 -13.526 -20.965
C: -24.716 -15.030 -20.956
O: -23.454 -13.123 -20.997
H: -25.584 -12.002 -22.174
H: -26.466 -13.431 -22.362
H: -24.869 -13.346 -23.160
H: -25.299 -13.181 -20.066
H: -23.818 -15.497 -20.552
H: -24.851 -15.505 -21.927
H: -25.406 -15.412 -20.204
H: -22.985 -13.819 -21.462
C: -29.819 -9.937 -16.330
C: -29.196 -9.718 -17.644
C: -30.049 -9.122 -18.728
O: -28.109 -8.895 -17.404
H: -30.151 -9.024 -15.837
H: -29.047 -10.365 -15.690
H: -30.743 -10.515 -16.361
H: -28.853 -10.678 -18.031
H: -30.784 -9.806 -19.153
H: -29.424 -8.918 -19.597
H: -30.584 -8.222 -18.426
H: -27.382 -9.180 -17.962
C: -28.083 -7.983 -26.024
C: -27.438 -8.333 -27.427
C: -26.058 -8.907 -27.411
O: -28.108 -9.335 -27.936
H: -28.926 -7.317 -26.207
H: -27.357 -7.517 -25.357
H: -28.506 -8.738 -25.361
H: -27.560 -7.473 -28.085
H: -25.216 -8.279 -27.121
H: -25.899 -9.061 -28.478
H: -25.900 -9.788 -26.790
H: -29.046 -9.147 -27.855
C: -34.033 -9.959 -24.781
C: -33.684 -11.060 -25.785
C: -34.839 -11.833 -26.401
O: -33.136 -10.425 -26.820
H: -34.152 -10.457 -23.819
H: -34.988 -9.497 -25.031
H: -33.189 -9.279 -24.665
H: -32.910 -11.654 -25.299
H: -34.540 -12.560 -27.156
H: -35.552 -11.168 -26.890
H: -35.381 -12.496 -25.727
H: -33.650 -9.634 -26.998
C: -34.696 -14.315 -12.891
C: -34.418 -14.047 -11.329
C: -35.696 -14.076 -10.443
O: -33.609 -15.059 -10.801
H: -35.088 -15.324 -13.023
H: -33.713 -14.348 -13.360
H: -35.288 -13.500 -13.306
H: -33.789 -13.180 -11.127
H: -36.096 -15.081 -10.574
H: -36.448 -13.408 -10.862
H: -35.569 -13.957 -9.367
H: -33.410 -14.802 -9.898
C: -21.814 -5.723 -16.897
C: -21.365 -4.217 -17.272
C: -19.989 -4.042 -16.788
O: -21.513 -3.960 -18.646
H: -21.585 -5.872 -15.842
H: -21.361 -6.476 -17.544
H: -22.894 -5.869 -16.890
H: -22.088 -3.582 -16.760
H: -19.289 -4.785 -17.171
H: -19.886 -4.217 -15.717
H: -19.703 -2.993 -16.867
H: -21.324 -4.737 -19.178
C: -36.119 -6.993 -17.522
C: -35.939 -8.020 -16.436
C: -36.493 -7.575 -15.113
O: -36.775 -9.116 -16.664
H: -37.021 -6.396 -17.386
H: -36.216 -7.432 -18.515
H: -35.310 -6.266 -17.449
H: -34.897 -8.310 -16.299
H: -36.495 -8.389 -14.389
H: -37.501 -7.159 -15.132
H: -35.883 -6.751 -14.744
H: -37.667 -8.846 -16.891
C: -28.681 -2.891 -18.863
C: -27.134 -3.361 -19.001
C: -26.929 -4.157 -20.303
O: -26.345 -2.191 -19.056
H: -29.312 -3.773 -18.976
H: -29.112 -2.049 -19.406
H: -28.852 -2.612 -17.823
H: -26.846 -4.021 -18.183
H: -27.057 -5.218 -20.090
H: -25.922 -4.047 -20.705
H: -27.629 -3.901 -21.099
H: -25.440 -2.473 -19.202

Values from the calculation:
E_LUMO = 0.13 eV
Spin multiplicity = 1
Orbital gap = 10.0 eV
SMILES = CC(C)O.CC(C)O.CC(C)O.CC(C)O.CC(C)O.CC(C)O.CC(C)O.CC(C)O.CC(C)O.CC(C)O

These are the Mulliken partial charges, in e, on atoms 1 to 2:
1 C -1.16
2 C 0.50


Short version: entry P, entry Q, most stable first.